(1)
This record from the OMol25 dataset describes a 19-piece molecular cluster, C58H159N5O19 overall at a distorted geometry. The level of theory is ωB97M-V/def2-TZVPD.

Output
Energy ... -109076.2403 eV
Orbital gap ... 9.3 eV
E_HOMO ... -8.92 eV
LUMO energy ... 0.414 eV

Positions of all 241 atoms, in Å:
C1 7.7543 -4.2063 0.9412
C2 7.4412 -2.8371 0.4236
O1 8.2491 -2.4713 -0.7159
H1 7.5784 -4.9927 0.2054
H2 7.1728 -4.4262 1.8386
H3 8.8085 -4.1910 1.2100
H4 7.7039 -2.1045 1.1965
H5 6.3784 -2.7226 0.1877
H6 7.9582 -3.0077 -1.4594
C3 5.0391 0.2598 -1.8822
C4 4.8221 -0.1870 -0.4418
O2 3.9624 0.8141 0.2356
H7 4.1035 0.1640 -2.4347
H8 5.8007 -0.3657 -2.3516
H9 5.4055 1.2908 -1.9083
H10 5.7784 -0.2800 0.0883
H11 4.3613 -1.1877 -0.4420
H12 3.9340 0.6231 1.1746
C5 3.4949 4.0976 -3.2240
C6 2.0762 4.3908 -2.8086
O3 1.8097 4.1412 -1.4710
H13 3.7220 3.0728 -2.9116
H14 4.1767 4.7721 -2.6928
H15 3.6739 4.1519 -4.3041
H16 1.3851 3.8262 -3.4627
H17 1.8620 5.4580 -2.9610
H18 1.7437 3.1980 -1.3054
C7 3.0684 -3.6985 0.3912
C8 2.7423 -4.0868 -1.0531
O4 3.9213 -3.8188 -1.8607
H19 3.3928 -2.6614 0.4197
H20 3.8535 -4.3287 0.8156
H21 2.1683 -3.7422 1.0142
H22 1.8859 -3.5062 -1.4246
H23 2.4545 -5.1593 -1.1091
H24 3.7710 -4.1911 -2.7320
C9 0.1808 -0.9671 4.6747
C10 -1.0523 -0.1548 4.5757
C11 -1.5577 0.1421 3.1831
O5 -2.0814 -0.9104 5.3427
H25 0.0189 -1.9775 4.2738
H26 0.4822 -1.0765 5.7255
H27 0.9807 -0.4766 4.1139
H28 -0.8659 0.8077 5.0930
H29 -0.8363 0.5408 2.4702
H30 -2.3922 0.8451 3.2779
H31 -1.9616 -0.7829 2.7546
H32 -2.9460 -0.5134 5.1992
C12 -5.2352 -2.5378 -4.5299
C13 -5.4193 -1.1063 -4.8709
C14 -6.7808 -0.6197 -4.7400
O6 -4.5933 -0.3123 -4.0372
H33 -4.1879 -2.7834 -4.6977
H34 -5.8089 -3.2374 -5.1525
H35 -5.4397 -2.6940 -3.4732
H36 -5.0910 -0.9586 -5.9092
H37 -7.1503 -0.8197 -3.7292
H38 -7.4318 -1.1266 -5.4594
H39 -6.8288 0.4483 -4.9610
H40 -3.7338 -0.2594 -4.4744
C15 6.1034 1.3704 3.7710
C16 5.3814 0.0576 3.3959
C17 5.4877 -0.9946 4.4637
O7 4.0432 0.2834 3.0131
H41 7.1602 1.2291 4.0271
H42 5.5972 1.7216 4.6769
H43 6.0045 2.1713 3.0317
H44 5.8297 -0.3846 2.4963
H45 6.5359 -1.2860 4.5540
H46 4.9121 -1.8806 4.2077
H47 5.1862 -0.5994 5.4347
H48 3.5186 0.6182 3.7461
C18 -4.6344 3.5752 2.7684
C19 -5.9733 4.3277 2.7248
C20 -6.4150 4.7058 1.3418
O8 -7.0215 3.4722 3.2984
H49 -4.4000 3.3921 3.8265
H50 -3.8152 4.1749 2.3618
H51 -4.6733 2.6169 2.2285
H52 -5.9070 5.2307 3.3687
H53 -5.6460 5.1949 0.7552
H54 -7.3141 5.3214 1.3925
H55 -6.7131 3.7842 0.8279
H56 -6.7134 3.2289 4.1811
C21 -1.7811 -2.3592 -2.6766
C22 -2.1637 -2.9051 -1.3223
C23 -3.4459 -3.6591 -1.3565
O9 -1.0778 -3.6873 -0.8536
H57 -2.3977 -1.4875 -2.9283
H58 -1.8971 -3.0985 -3.4795
H59 -0.7324 -2.0561 -2.6214
H60 -2.2797 -2.0367 -0.6474
H61 -3.4009 -4.3754 -2.1836
H62 -4.2852 -2.9850 -1.5214
H63 -3.6262 -4.2110 -0.4269
H64 -1.4258 -4.3204 -0.2186
C24 2.8930 -6.5932 4.5801
C25 3.8415 -5.9447 3.6119
C26 3.9463 -4.4491 3.7413
O10 5.1771 -6.5717 3.7082
H65 3.1400 -6.2641 5.5999
H66 3.0347 -7.6780 4.5681
H67 1.8457 -6.3398 4.3702
H68 3.5551 -6.2165 2.5950
H69 3.0186 -3.9132 3.5322
H70 4.7265 -4.0931 3.0731
H71 4.2310 -4.2124 4.7707
H72 5.6041 -6.3856 4.5497
C27 -0.6971 0.9116 -1.0778
C28 0.5966 0.6845 -0.3589
C29 0.9221 -0.7822 -0.2424
O11 1.6397 1.3788 -1.1051
H73 -1.0607 1.9400 -1.0058
H74 -1.5025 0.2572 -0.7528
H75 -0.4918 0.7161 -2.1303
H76 0.5549 1.1286 0.6564
H77 1.9747 -0.8612 0.0362
H78 0.7543 -1.3003 -1.1855
H79 0.3034 -1.2765 0.5184
H80 2.4541 1.2483 -0.6034
C30 0.8800 3.4234 3.6602
C31 2.2855 3.0270 4.1125
C32 2.8756 4.0215 5.0937
O12 2.2797 1.6997 4.6702
H81 0.2143 3.4003 4.5205
H82 0.4780 2.7966 2.8696
H83 0.8649 4.4635 3.2952
H84 2.9575 2.9414 3.2471
H85 3.0238 4.9927 4.6319
H86 3.8457 3.6694 5.4559
H87 2.2012 4.1520 5.9464
H88 2.0431 1.7346 5.6024
C33 0.3247 -6.4640 1.4964
C34 -0.7462 -5.6133 2.0946
C35 -0.3241 -4.2090 2.4059
O13 -1.8779 -5.4953 1.1699
H89 1.0689 -6.6671 2.2685
H90 0.8266 -6.0708 0.6115
H91 -0.1402 -7.4102 1.2035
H92 -1.0750 -6.1592 2.9974
H93 -1.1484 -3.6172 2.8092
H94 -0.0004 -3.7530 1.4522
H95 0.5264 -4.1583 3.0930
H96 -2.0965 -6.3805 0.8596
C36 -4.3822 2.7133 -1.0287
C37 -5.2184 1.4241 -0.9782
C38 -6.4965 1.5230 -1.7547
O14 -4.4163 0.3369 -1.4109
H97 -4.1429 2.9985 -2.0610
H98 -3.4370 2.5906 -0.5016
H99 -4.9194 3.5305 -0.5585
H100 -5.4995 1.1828 0.0613
H101 -7.2099 2.2712 -1.3928
H102 -6.9571 0.5382 -1.6985
H103 -6.2875 1.7398 -2.8059
H104 -4.6042 0.0801 -2.3236
C39 4.8282 5.4496 2.5164
C40 4.2658 5.3270 1.1446
C41 4.8144 4.1305 0.4031
O15 6.2326 4.0880 0.4787
C42 6.8403 2.9373 0.0013
N1 2.8048 5.3103 1.2009
H105 4.2683 6.2425 3.0045
H106 5.8865 5.6946 2.5178
H107 4.6738 4.5305 3.0901
H108 4.5017 6.2471 0.5889
H109 4.4364 4.1503 -0.6341
H110 4.4438 3.2123 0.8899
H111 6.8402 2.8873 -1.0986
H112 6.3431 2.0553 0.4303
H113 7.8771 2.9446 0.3541
H114 2.4558 5.2880 0.2486
H115 2.4461 4.4810 1.6354
C43 -6.0618 -4.7127 4.1594
C44 -4.8302 -4.7172 3.2814
C45 -4.4508 -3.3209 2.7330
O16 -5.4244 -2.8630 1.8468
C46 -5.1343 -1.6043 1.3174
N2 -3.6744 -5.3105 3.9995
H116 -6.2817 -5.7197 4.5265
H117 -6.9521 -4.3014 3.6834
H118 -5.8312 -4.0909 5.0276
H119 -5.0128 -5.3399 2.3913
H120 -3.4892 -3.4001 2.1865
H121 -4.3113 -2.5733 3.5582
H122 -5.9719 -1.3972 0.6420
H123 -4.2251 -1.6349 0.7059
H124 -5.0821 -0.7965 2.0705
H125 -3.3959 -4.7173 4.7587
H126 -2.8929 -5.3580 3.3578
C47 -1.8161 2.4968 -4.2023
C48 -2.6490 2.3581 -5.4401
C49 -2.2867 1.1463 -6.2947
O17 -2.4563 -0.0833 -5.6169
C50 -1.9389 -1.2043 -6.2624
N3 -4.0512 2.3165 -5.1022
H127 -0.7381 2.5281 -4.3989
H128 -2.0634 1.7087 -3.4874
H129 -2.0977 3.4491 -3.7261
H130 -2.4557 3.2570 -6.0401
H131 -1.2024 1.2224 -6.5145
H132 -2.8183 1.1378 -7.2575
H133 -2.1990 -2.0628 -5.6559
H134 -0.8421 -1.1715 -6.3099
H135 -2.3157 -1.3050 -7.2955
H136 -4.3392 1.6567 -4.4056
H137 -4.7019 2.3641 -5.8560
C51 0.6889 -4.0154 -4.8665
C52 2.0546 -3.2641 -5.0574
C53 2.1171 -2.0001 -4.2528
O18 1.4518 -1.0191 -5.0178
C54 1.5623 0.2982 -4.5962
N4 3.1716 -4.2025 -4.6781
H138 0.6643 -4.9873 -5.3778
H139 -0.1170 -3.3907 -5.2474
H140 0.4927 -4.2136 -3.8040
H141 2.1417 -2.8966 -6.1097
H142 3.1640 -1.7392 -4.0161
H143 1.6009 -2.1178 -3.2858
H144 2.5662 0.7438 -4.7198
H145 1.2425 0.3916 -3.5487
H146 0.8490 0.8694 -5.1820
H147 3.0319 -5.1198 -5.0815
H148 4.0841 -3.8939 -4.9811
C55 -4.6020 7.4792 -0.3974
C56 -3.3125 7.3537 -1.1505
C57 -2.4716 6.1278 -0.6928
O19 -2.1058 6.2560 0.6516
C58 -1.1409 5.3642 1.0601
N5 -3.5503 7.3459 -2.5692
H149 -5.1014 8.4348 -0.5840
H150 -4.4869 7.3423 0.6820
H151 -5.2451 6.6934 -0.7917
H152 -2.6864 8.2418 -0.9488
H153 -1.5609 6.1254 -1.3121
H154 -3.0004 5.1720 -0.8602
H155 -1.0095 5.4949 2.1367
H156 -0.1633 5.5279 0.5834
H157 -1.4858 4.3261 0.9101
H158 -2.7367 7.4688 -3.1482
H159 -3.9921 6.5255 -2.9550

***

(2)
This record from the OMol25 dataset describes C58H38ClKN12S2 as an isolated structure at a distorted geometry. The level of theory is ωB97M-V/def2-TZVPD.

Output
Energy ... -129165.0410 eV
Orbital gap (alpha / beta) ... 4.6 / 4.6 eV
E_HOMO (alpha / beta) ... -1.06 / -1.06 eV
LUMO energy (alpha / beta) ... 3.567 / 3.567 eV
Charge ... -2

Positions of all 112 atoms, in Å:
K1 -0.2004 -0.1203 -0.5236
C1 0.1723 -4.8126 -6.1891
C2 -0.3082 -3.7474 -6.9808
C3 -0.8091 -2.5866 -6.3941
C4 -0.7645 -2.4314 -5.0226
C5 -1.1961 -1.3765 -4.0940
N1 -1.0140 -1.7859 -2.8114
C6 -0.4885 -3.0551 -2.8593
N2 -0.2732 -3.8536 -1.8593
C7 -0.7322 -3.5300 -0.5987
C8 -0.5506 -4.4399 0.4973
C9 0.0709 -5.6883 0.6937
C10 -0.0079 -6.3127 1.9360
C11 -0.6765 -5.7201 3.0058
C12 -1.3385 -4.5294 2.8018
C13 -1.2880 -3.9059 1.5758
C14 -1.8251 -2.6430 1.0802
N3 -2.6295 -1.8623 1.8086
C15 -3.1471 -0.6996 1.4205
N4 -2.8240 -0.0047 0.2853
C16 -3.6774 1.0100 0.1788
N5 -3.7461 1.8746 -0.8620
C17 -3.1007 1.6634 -1.9750
N6 -2.4975 0.5526 -2.4322
C18 -2.1710 0.6950 -3.7197
N7 -1.6581 -0.2107 -4.5470
C19 -2.5388 2.0604 -4.1452
C20 -2.4144 2.7186 -5.3328
C21 -2.7538 4.0758 -5.3319
C22 -3.2639 4.6655 -4.2314
C23 -3.4072 3.9934 -3.0237
C24 -3.0676 2.6795 -3.0345
C25 -4.6299 1.0504 1.2826
C26 -5.6494 1.9485 1.6344
C27 -6.3061 1.6985 2.8398
C28 -5.8859 0.6808 3.6677
C29 -4.9250 -0.2256 3.3109
C30 -4.2780 -0.0448 2.0885
N8 -1.4988 -2.4916 -0.2018
C31 -0.2612 -3.4323 -4.2477
C32 0.1678 -4.6456 -4.7828
H1 0.5020 -5.7301 -6.6650
H2 -0.3970 -3.9131 -8.0472
H3 -1.1451 -1.7549 -7.0277
H4 0.6439 -6.1304 -0.1114
H5 0.5178 -7.2500 2.1202
H6 -0.6657 -6.1820 3.9744
H7 -1.8105 -4.0655 3.6410
H8 -1.9637 2.2485 -6.2088
H9 -2.6434 4.6730 -6.2324
H10 -3.5191 5.7199 -4.2846
H11 -3.8280 4.5109 -2.1874
H12 -5.8877 2.7994 1.0166
H13 -7.0743 2.3746 3.1889
H14 -6.3766 0.6015 4.6298
H15 -4.5921 -0.9687 4.0119
H16 0.5456 -5.4241 -4.1108
C33 1.9829 -2.1826 2.5053
C34 2.5105 -2.5176 1.1683
N9 2.1680 -1.8319 0.0983
C35 2.8195 -2.2835 -1.0139
C36 3.7253 -3.2665 -0.7843
S1 3.7698 -3.6889 0.8700
C37 2.7826 -1.4589 -2.1970
C38 3.4208 -1.6966 -3.3878
S2 3.0553 -0.4224 -4.4777
C39 2.0829 0.3546 -3.2616
N10 2.0601 -0.3092 -2.1560
C40 1.3889 1.6292 -3.5887
H17 1.5251 -1.1991 2.4318
H18 2.7674 -2.1234 3.2915
H19 1.1877 -2.9539 2.7528
H20 4.3592 -3.7308 -1.4998
H21 4.0147 -2.5402 -3.6502
H22 1.6615 1.9344 -4.6104
H23 1.7227 2.3994 -2.8724
H24 0.3365 1.5097 -3.5580
Cl1 -1.5089 6.0870 2.3580
C41 -0.5838 5.0877 1.2764
C42 0.5837 4.5082 1.8186
C43 1.3609 3.7063 1.0022
C44 0.9513 3.4758 -0.3137
N11 -0.0995 4.0620 -0.8373
C45 -0.8854 4.8278 -0.0704
H25 0.8690 4.5608 2.8545
H26 2.2330 3.2378 1.3892
H27 1.4906 2.7879 -0.9776
H28 -1.7711 5.2504 -0.5188
N12 1.0198 1.2439 2.2571
C46 1.9781 1.4639 3.0452
C47 3.4739 1.4473 2.5732
C48 4.5894 1.8064 3.3571
C49 5.8506 1.8374 2.8011
C50 6.0157 1.4974 1.4483
C51 4.9391 1.0669 0.6697
C52 3.6801 1.0697 1.2443
C53 1.7593 1.6759 4.5163
C54 0.8653 2.6831 5.0253
C55 0.5914 2.7330 6.3568
C56 1.1419 1.7833 7.1921
C57 2.0389 0.8410 6.7361
C58 2.3598 0.7915 5.3846
H29 4.4712 2.0878 4.3718
H30 6.7389 2.1816 3.3692
H31 7.0115 1.5709 0.9984
H32 5.0600 0.7960 -0.3580
H33 2.7980 0.7958 0.6671
H34 0.4290 3.3328 4.3210
H35 -0.0130 3.4799 6.7546
H36 0.8510 1.7421 8.2252
H37 2.3956 0.0738 7.4210
H38 3.0603 0.0653 4.9669

***

(3)
This record from the OMol25 dataset describes C58H42InN2P3S2Si as an isolated structure. The level of theory is ωB97M-V/def2-TZVPD.

Output
Energy ... -126398.4186 eV
Orbital gap ... 7.6 eV
E_HOMO ... -7.49 eV
LUMO energy ... 0.088 eV

Positions of all 109 atoms, in Å:
In1 -0.0206 1.2595 -0.5992
C1 3.0185 2.2472 5.1078
C2 2.4497 3.0756 4.1515
C3 1.5203 2.5686 3.2580
C4 1.1311 1.2286 3.3227
C5 1.7339 0.3954 4.2618
C6 2.6688 0.9062 5.1518
P1 -0.1064 0.6771 2.1049
C7 -1.7208 1.3224 2.6603
C8 -1.8719 2.7095 2.6955
C9 -3.0918 3.2762 3.0219
C10 -4.1855 2.4647 3.2904
C11 -4.0529 1.0867 3.2218
C12 -2.8266 0.5154 2.9080
C13 -0.2251 -1.1295 2.2339
C14 -0.5587 -1.7345 3.4488
C15 -0.6776 -3.1085 3.5525
C16 -0.4764 -3.8948 2.4270
C17 -0.1668 -3.2999 1.2157
C18 -0.0284 -1.9141 1.0870
Si1 0.4709 -1.2590 -0.6252
C19 2.3101 -1.7483 -0.7356
C20 2.5794 -3.1229 -0.8273
C21 3.8682 -3.6142 -0.9212
C22 4.9434 -2.7348 -0.9333
C23 4.7085 -1.3777 -0.8316
C24 3.4079 -0.8798 -0.7226
P2 3.1465 0.9195 -0.5411
C25 3.4447 1.5121 -2.2455
C26 3.5983 2.8757 -2.5083
C27 3.6823 3.3402 -3.8103
C28 3.5873 2.4556 -4.8763
C29 3.4111 1.1035 -4.6302
C30 3.3422 0.6344 -3.3250
C31 4.6150 1.4039 0.4348
C32 4.6667 0.9165 1.7425
C33 5.7363 1.2190 2.5661
C34 6.7600 2.0380 2.1054
C35 6.7112 2.5352 0.8134
C36 5.6482 2.2137 -0.0223
C37 -0.4503 -2.1858 -1.9984
C38 0.2846 -2.7239 -3.0617
C39 -0.3322 -3.3699 -4.1217
C40 -1.7111 -3.5075 -4.1403
C41 -2.4600 -2.9720 -3.1062
C42 -1.8532 -2.2950 -2.0500
P3 -2.8959 -1.5441 -0.7324
C43 -3.9417 -0.3455 -1.6283
C44 -4.9078 0.3144 -0.8643
C45 -5.7007 1.3009 -1.4230
C46 -5.5189 1.6689 -2.7498
C47 -4.5510 1.0343 -3.5113
C48 -3.7697 0.0283 -2.9569
C49 -4.0846 -2.9231 -0.4551
C50 -5.3785 -2.9484 -0.9675
C51 -6.2161 -4.0290 -0.7182
C52 -5.7716 -5.0997 0.0406
C53 -4.4823 -5.0840 0.5568
C54 -3.6515 -4.0028 0.3146
H1 3.7472 2.6416 5.8040
H2 2.7400 4.1158 4.0869
H3 1.1137 3.2172 2.4921
H4 1.4886 -0.6562 4.3047
H5 3.1230 0.2488 5.8821
H6 -1.0423 3.3567 2.4364
H7 -3.1930 4.3530 3.0418
H8 -5.1420 2.9071 3.5356
H9 -4.9065 0.4475 3.4079
H10 -2.7516 -0.5610 2.8277
H11 -0.7431 -1.1179 4.3208
H12 -0.9368 -3.5609 4.5005
H13 -0.5777 -4.9711 2.4902
H14 -0.0541 -3.9319 0.3420
H15 1.7609 -3.8320 -0.8399
H16 4.0361 -4.6814 -0.9886
H17 5.9557 -3.1079 -1.0185
H18 5.5427 -0.6865 -0.8256
H19 3.6242 3.5880 -1.6942
H20 3.8016 4.4004 -3.9908
H21 3.6419 2.8219 -5.8930
H22 3.3265 0.4066 -5.4539
H23 3.2135 -0.4269 -3.1528
H24 3.8660 0.2870 2.1172
H25 5.7649 0.8251 3.5734
H26 7.5923 2.2845 2.7518
H27 7.5075 3.1678 0.4434
H28 5.6448 2.5847 -1.0381
H29 1.3642 -2.6435 -3.0647
H30 0.2666 -3.7744 -4.9278
H31 -2.2005 -4.0228 -4.9567
H32 -3.5391 -3.0751 -3.1170
H33 -5.0271 0.0629 0.1846
H34 -6.4402 1.8062 -0.8156
H35 -6.1168 2.4609 -3.1811
H36 -4.3923 1.3295 -4.5403
H37 -3.0084 -0.4442 -3.5631
H38 -5.7418 -2.1251 -1.5681
H39 -7.2190 -4.0312 -1.1255
H40 -6.4250 -5.9411 0.2310
H41 -4.1262 -5.9135 1.1547
H42 -2.6542 -3.9927 0.7330
S1 0.9879 3.5038 -0.3344
C55 -0.3192 4.4855 -0.9510
C56 0.0370 5.8396 -1.2650
N1 0.3640 6.9133 -1.5155
C57 -1.5804 4.0431 -1.1715
S2 -2.1766 2.4287 -0.8903
C58 -2.5679 4.9413 -1.7076
N2 -3.3875 5.6301 -2.1267